Record 1
Molecular formula: C20H47N2O4P3S
Method: DFT, the ωB97M-V functional and the def2-TZVPD basis

Geometry as XYZ:
```
77
C20H47N2O4P3S (the ωB97M-V functional and the def2-TZVPD basis)
C -6.39956 5.46385 0.70348
C -7.26868 4.18180 1.32587
C -6.28515 2.85409 1.33238
C -6.31237 2.20056 -0.19237
C -4.99516 1.20979 -0.37448
C -5.43871 -0.25943 0.20704
C -4.18527 -1.12383 0.85474
C -2.77971 -0.95310 -0.01290
C -1.86588 -2.30270 0.33838
C -1.08504 -2.04394 1.79118
C -0.23905 -3.40104 2.28026
C 1.23083 -2.98283 2.87340
C 2.44921 -4.03170 2.46484
C 3.69658 -3.10992 1.93868
C 3.79397 -2.91841 0.31513
C 2.43446 -3.27456 -0.52112
C 2.27621 -2.41147 -1.94583
O 2.61859 -1.01395 -1.74932
C 3.70598 -0.51022 -2.57771
S 5.27757 -1.59732 -2.55985
C 4.21306 0.88732 -1.79935
N 3.14786 1.96136 -1.77583
C 2.31670 1.94299 -0.51247
P 4.07022 3.52438 -1.66298
P 5.37947 3.43991 0.11010
O 4.58763 3.09702 1.45785
O 6.61767 2.18873 -0.03852
O 6.09577 5.03938 0.39988
P 3.21845 0.08134 -4.33185
N 2.48555 -1.01726 -5.25729
H -6.99099 5.81941 -0.26124
H -6.39720 6.30151 1.53221
H -5.30402 5.11703 0.46136
H -7.62598 4.41658 2.41941
H -8.20623 3.93834 0.63972
H -5.16071 3.16722 1.53604
H -6.59633 2.04088 2.12917
H -7.27494 1.50154 -0.24406
H -6.33443 3.00149 -1.04599
H -4.65583 1.15271 -1.50481
H -4.08267 1.63794 0.23678
H -6.01435 -0.81798 -0.64611
H -6.19907 -0.06126 1.08896
H -4.47722 -2.25560 0.79655
H -4.01479 -0.81361 1.97181
H -2.24675 0.02833 0.33660
H -2.98083 -0.85237 -1.17464
H -1.03525 -2.40925 -0.49705
H -2.52675 -3.26612 0.46638
H -1.83965 -1.66931 2.63509
H -0.37073 -1.12087 1.58930
H -0.06536 -4.13644 1.38223
H -0.82436 -3.93073 3.16457
H 1.21950 -2.79731 4.05229
H 1.48803 -1.91633 2.40627
H 2.77265 -4.54484 3.49285
H 2.11747 -4.88419 1.73525
H 3.66749 -2.02732 2.42608
H 4.70927 -3.59832 2.33363
H 4.63895 -3.67444 -0.05856
H 4.23317 -1.84368 0.12226
H 2.51108 -4.42734 -0.81964
H 1.42292 -3.04842 0.06778
H 2.77731 -2.96623 -2.84058
H 1.10217 -2.44737 -2.16587
H 5.24676 -2.43197 -3.68846
H 4.54360 0.59307 -0.71036
H 5.12657 1.32944 -2.41251
H 1.30279 1.35351 -0.72398
H 2.00318 3.00803 -0.12685
H 2.82904 1.37712 0.38906
H 3.06493 4.55020 -1.41323
H 6.35772 1.44660 0.61112
H 5.76088 5.33872 1.31793
H 4.48014 0.41125 -5.00879
H 2.40845 1.27354 -4.21455
H 2.37916 -1.87830 -4.68019
```

Values from the calculation:
- charge = 0
- HOMO level (eV) = -8.556
- molecular weight (g/mol) = 504.59
- HOMO-LUMO gap (eV) = 8.2

***

Record 2
Molecular formula: C20H48ClN15O10P2
Method: DFT, the ωB97M-V functional and the def2-TZVPD basis

Geometry as XYZ:
```
96
C20H48ClN15O10P2 (the ωB97M-V functional and the def2-TZVPD basis)
C 3.40168 5.35917 3.07690
C 3.18579 4.45929 2.31156
C 2.90551 3.35233 1.33795
C 4.16940 3.41160 0.41924
C 4.88356 2.06113 0.15494
C 4.74062 1.56751 -1.31676
C 3.97210 0.29220 -1.45931
O 3.03135 0.20617 -2.19739
O 4.37117 -0.80013 -0.75236
C 3.36791 -1.24409 0.19330
C 3.86172 -1.12020 1.63238
N 2.71205 2.16764 2.21056
C 1.42319 2.34075 2.78408
O 1.11203 1.91993 3.85198
C 0.50758 3.16545 1.84445
Cl 0.03412 4.63946 2.82237
C -0.83151 2.52760 1.44136
C -0.85217 0.99781 1.50657
N -2.18929 0.46164 1.25984
C 1.48475 3.50944 0.69717
P 1.20611 5.23384 0.03089
N 1.57208 5.27977 -1.50896
P 1.38536 2.35608 -0.74794
O 0.02285 2.19652 -1.31110
H 3.90774 6.09103 3.63738
H 3.93710 3.91929 -0.51295
H 4.88099 4.05387 0.91615
H 5.94604 2.23339 0.28198
H 4.61967 1.29543 0.87358
H 4.32668 2.35429 -1.93100
H 5.74326 1.38299 -1.69928
H 3.21401 -2.30415 0.01510
H 2.41028 -0.77755 0.05298
H 3.37033 -1.83270 2.28229
H 4.93710 -1.22736 1.69341
H 3.57346 -0.14019 2.00210
H 3.29480 2.25853 3.03950
H -1.16676 2.91678 0.48638
H -1.56487 2.87507 2.15999
H -0.58385 0.70200 2.51574
H -0.18139 0.51617 0.80186
H -2.45882 0.57615 0.29004
H -2.87816 0.99140 1.78555
H 2.00963 6.15560 0.72496
H -0.16090 5.51376 0.21459
H 2.30011 5.96476 -1.67163
H 2.25417 2.83862 -1.73535
H 1.80381 1.12486 -0.20634
C -5.63914 -1.06133 3.25635
O -6.11455 0.03318 3.00399
N -6.36704 -2.07092 3.82582
N -4.33952 -1.37969 2.98703
H -5.98713 -2.97483 4.03556
H -7.32934 -1.88345 4.03803
H -3.76611 -0.67003 2.56339
H -3.93780 -2.27555 3.18708
C 7.89725 2.08261 -4.33172
O 7.84050 2.52584 -3.19847
N 7.79944 0.74543 -4.60490
N 8.06315 2.88429 -5.42667
H 7.84349 0.36758 -5.53135
H 7.67779 0.12461 -3.82752
H 8.13838 3.87084 -5.26670
H 8.11116 2.53461 -6.36387
C 5.45918 -5.21961 -0.13542
O 5.40024 -4.78068 0.99683
N 5.38557 -6.55969 -0.41408
N 5.60102 -4.40860 -1.22644
H 5.43173 -6.93308 -1.34201
H 5.28007 -7.18476 0.36198
H 5.65683 -3.41971 -1.05878
H 5.64604 -4.75115 -2.16629
C -7.83970 -3.40089 0.53523
O -8.01128 -4.34618 1.29235
N -8.49413 -3.28381 -0.65661
N -6.97714 -2.38201 0.82816
H -8.36323 -2.51303 -1.28176
H -9.14225 -4.00650 -0.90953
H -6.48199 -2.43921 1.70044
H -6.82143 -1.59827 0.22426
C -11.99024 -2.57260 -1.90750
O -11.00223 -3.25706 -2.10739
N -13.07514 -2.58501 -2.73966
N -12.09256 -1.73631 -0.83209
H -13.89321 -2.02802 -2.58662
H -13.03446 -3.18832 -3.53897
H -11.31438 -1.70491 -0.19898
H -12.89602 -1.16676 -0.65058
C -0.31591 -2.21338 -0.27008
O 0.50759 -1.76920 0.51505
N -0.90417 -3.43502 -0.10062
N -0.71410 -1.52241 -1.37815
H -1.58168 -3.81219 -0.73436
H -0.63420 -3.96800 0.70421
H -0.30312 -0.61729 -1.53700
H -1.38861 -1.87247 -2.03045
```

Values from the calculation:
- charge = 0
- HOMO level (eV) = -8.761
- molecular weight (g/mol) = 756.10
- HOMO-LUMO gap (eV) = 9.2

***

Record 3
Molecular formula: C20H49ClN5
Method: DFT, the ωB97M-V functional and the def2-TZVPD basis

Geometry as XYZ:
```
75
C20H49ClN5 (the ωB97M-V functional and the def2-TZVPD basis)
C 2.55668 3.80044 5.39471
C 2.67861 4.41700 3.84476
C 1.77749 3.45644 2.88204
C 2.38016 6.01605 3.76793
N 1.32616 6.46746 2.80261
C -0.06163 6.54262 3.38005
N -0.23583 7.29379 4.54984
N -1.32059 5.94826 2.79035
C -1.59150 4.53728 3.25357
C -1.34636 4.25984 4.84954
C -1.84953 2.68895 5.12225
Cl -2.46420 5.30758 5.95749
H 2.13516 4.57586 6.16306
H 3.63713 3.44618 5.74687
H 1.90854 2.80692 5.34259
H 3.81874 4.23165 3.54606
H 2.39833 2.44590 2.74092
H 0.81801 3.15066 3.48345
H 1.57775 3.85540 1.80127
H 3.40038 6.53529 3.42682
H 2.21713 6.39063 4.88407
H 1.37486 6.02076 1.86563
H 0.04218 6.92327 5.48517
H -0.59159 8.28607 4.48367
H -1.33242 5.97434 1.74365
H -2.75339 4.34170 3.05925
H -1.02858 3.80178 2.52849
H -0.22871 4.36438 5.20385
H -1.19352 1.89700 4.55424
H -2.94803 2.64641 4.65708
H -1.98822 2.45084 6.26753
C -0.94535 0.17704 1.31671
C -0.55629 -0.93753 0.34944
N 0.39919 -0.52614 -0.68412
C 0.55651 -1.52002 -1.75210
C 1.15878 -2.87015 -1.37465
C 1.64633 0.07795 -0.20996
C 2.52149 -0.74826 0.72691
H -1.34923 1.04467 0.78329
H -1.71840 -0.18307 2.00514
H -0.09854 0.50399 1.92570
H -1.48193 -1.26876 -0.13937
H -0.18352 -1.78876 0.92659
H 1.14864 -1.08566 -2.56810
H -0.43216 -1.70199 -2.19343
H 2.23762 -2.80409 -1.22679
H 0.99569 -3.58384 -2.19148
H 0.70382 -3.29693 -0.47800
H 1.40108 1.01945 0.29719
H 2.25082 0.39164 -1.07118
H 1.94462 -1.26367 1.49905
H 3.23441 -0.09208 1.23746
H 3.10984 -1.48791 0.17944
C -1.68033 -5.17853 -3.12903
C -1.45157 -6.12130 -4.30720
N -2.14987 -5.72544 -5.53443
C -2.13790 -6.76849 -6.56645
C -0.78679 -7.15741 -7.15913
C -1.88770 -4.36882 -6.02017
C -0.44286 -3.99776 -6.33800
H -2.74801 -5.06538 -2.91065
H -1.19552 -5.58163 -2.23254
H -1.25326 -4.18849 -3.30870
H -1.81799 -7.10876 -3.99718
H -0.37483 -6.22283 -4.47144
H -2.81099 -6.47848 -7.38375
H -2.59301 -7.67195 -6.13985
H -0.42262 -6.40648 -7.86170
H -0.89105 -8.09242 -7.72310
H -0.02545 -7.32554 -6.39414
H -2.26425 -3.65790 -5.27414
H -2.50479 -4.17266 -6.90686
H 0.26084 -4.35254 -5.58065
H -0.34580 -2.90795 -6.38673
H -0.13284 -4.38581 -7.31076
```

Values from the calculation:
- charge = +1
- HOMO level (eV) = -9.199
- molecular weight (g/mol) = 395.10
- HOMO-LUMO gap (eV) = 3.8